Entry 1:
C27H49N7O | ωB97M-V/def2-TZVPD

```
84
Properties=species:S:1:pos:R:3:forces:R:3
C -3.0901 0.3174 -2.8507 -0.96 0.62 -1.09
N -3.6559 0.9907 -1.6870 1.07 -2.04 -0.39
C -3.8357 0.1252 -0.5668 -1.09 -0.33 0.82
C -3.7463 2.3006 -1.5919 -0.57 2.79 1.48
O -4.0035 2.9364 -0.5508 0.36 -1.20 -1.63
H -3.7100 -0.5341 -3.1313 -0.18 -0.01 0.10
H -2.0685 -0.0627 -2.8405 0.16 0.26 0.90
H -3.1485 1.0327 -3.6710 0.07 -0.04 -0.17
H -2.9333 -0.4681 -0.4196 -0.13 -0.08 0.41
H -4.2078 0.6452 0.3160 0.87 0.49 0.04
H -4.7090 -0.5080 -0.7234 0.23 -0.63 -0.54
H -3.6013 2.8081 -2.5581 0.13 0.09 0.07
C -4.4433 -1.0203 4.7869 0.21 0.13 0.28
C -3.9004 -0.6502 3.4225 0.75 0.42 0.20
C -3.1091 0.6750 3.3224 0.69 0.78 0.91
C -1.8175 0.7962 4.1274 0.17 -0.83 0.24
N -0.8648 0.8458 4.7951 -1.58 0.02 -1.12
H -3.7106 -0.9335 5.5892 0.12 0.03 -0.02
H -4.7718 -2.0592 4.7567 -0.20 0.07 0.11
H -5.2830 -0.3670 5.0240 -0.07 -0.13 0.19
H -4.7942 -0.5551 2.8059 0.36 -0.05 -0.58
H -3.2220 -1.4246 3.0643 -0.27 -0.16 -0.26
H -3.6703 1.5326 3.6933 -0.43 -0.05 0.06
H -2.9031 0.9403 2.2854 0.25 -0.23 -0.01
C 4.2700 1.8633 -1.4774 -0.54 1.00 -0.40
C 3.3277 2.1665 -2.6518 -0.54 -0.77 -0.01
C 2.7081 3.5756 -2.7809 1.04 0.90 0.29
C 2.0315 4.2148 -1.6186 -1.89 1.55 2.90
N 1.5212 4.7769 -0.6985 2.06 -2.43 -3.68
H 5.0565 2.6114 -1.5764 0.50 -0.36 0.48
H 4.6110 0.8294 -1.5312 0.24 0.20 -0.13
H 3.7782 1.9847 -0.5123 -0.05 0.13 0.02
H 2.5962 1.3585 -2.6571 -0.50 0.22 -0.12
H 3.9017 2.0245 -3.5675 0.01 0.03 -0.13
H 2.2132 3.8066 -3.7242 -0.99 -0.76 0.25
H 3.5378 4.2481 -2.9993 0.60 0.18 0.58
C -0.2309 1.2350 -7.1823 0.75 -0.41 0.81
C -0.6661 0.4641 -5.9094 -0.55 0.94 0.20
C 0.0410 1.0298 -4.6693 0.25 1.26 0.07
C -0.3408 2.4515 -4.3067 -0.95 1.83 0.44
N -0.6829 3.5353 -3.9922 1.04 -3.18 -0.94
H 0.8220 1.0080 -7.3497 0.10 -0.29 -0.27
H -0.1845 2.3039 -6.9737 -0.59 0.12 -0.10
H -0.7779 1.0241 -8.1013 -0.14 0.00 0.28
H -0.4649 -0.6071 -5.9218 0.06 0.06 -0.32
H -1.7297 0.5979 -5.7123 -0.21 -0.18 -0.32
H 1.1061 1.0515 -4.8995 0.21 -0.03 0.33
H -0.1121 0.4521 -3.7577 0.08 -0.20 -0.17
C 2.1246 -0.7988 4.6122 -0.03 -1.16 1.18
C 2.2121 -2.3035 5.0139 -0.60 0.63 -0.44
C 0.7848 -2.9397 4.9386 0.44 0.33 -0.70
C 0.0917 -2.5288 3.7082 -1.56 0.16 -2.42
N -0.5076 -2.2389 2.7420 1.51 -0.60 2.31
H 3.1100 -0.3595 4.7676 -0.22 0.32 -0.03
H 1.3582 -0.3819 5.2655 0.24 0.64 -0.15
H 1.7980 -0.6709 3.5801 0.14 -0.12 0.06
H 2.5605 -2.4793 6.0316 0.07 0.40 0.05
H 2.9796 -2.7228 4.3633 -0.43 -0.73 -0.15
H 0.1204 -2.5748 5.7218 0.33 0.15 0.36
H 0.7754 -4.0276 5.0061 0.11 -0.01 -0.10
C 2.5120 -5.3167 0.1430 0.35 1.26 -0.04
C 1.6246 -4.0543 0.3207 -0.70 -0.56 -0.42
C 2.2728 -2.7614 0.7786 -0.03 -0.07 1.15
C 3.2513 -2.1860 -0.0876 2.49 0.44 -2.38
N 4.0935 -1.8242 -0.8084 -1.52 -0.39 1.28
H 2.9550 -5.6803 1.0701 -0.18 0.13 0.21
H 3.3480 -4.9840 -0.4722 0.17 -0.34 -0.21
H 2.0331 -6.1657 -0.3448 -0.25 0.29 -0.01
H 0.8068 -4.2271 1.0203 -0.01 -0.14 0.06
H 1.1402 -3.7614 -0.6107 -0.07 -0.50 -0.27
H 2.7871 -2.9274 1.7252 -0.09 0.16 0.33
H 1.5111 -1.9935 0.9139 -0.20 -0.15 0.25
C 1.2220 1.4078 1.6638 2.10 1.33 -0.33
C -0.1893 1.3825 1.2359 -1.17 -1.40 0.50
C -0.4418 1.4247 -0.2856 0.00 0.00 1.13
C 0.0349 0.2036 -0.9475 -0.72 3.33 1.30
N 0.3688 -0.7420 -1.4601 0.90 -2.70 -1.39
H 1.4580 1.3276 2.7249 -0.72 -0.05 0.10
H 1.6232 2.3768 1.3671 0.42 0.17 -0.04
H 1.8645 0.6724 1.1795 -0.18 -0.29 -0.26
H -0.7649 2.1953 1.6788 0.06 0.01 0.06
H -0.5386 0.4377 1.6523 -0.82 -0.07 -0.14
H 0.0056 2.3717 -0.5874 0.17 -0.28 -0.84
H -1.5183 1.4806 -0.4476 0.06 0.13 -0.09
```
Positions in Å, forces in eV/Å.

## Properties
Kohn-Sham gap = 10.2611 eV
SMILES = CN(C)C=O.CCCC#N.CCCC#N.CCCC#N.CCCC#N.CCCC#N.CCCC#N


Entry 2:
C27H49N8O5PS2 | ωB97M-V/def2-TZVPD

```
92
Properties=species:S:1:pos:R:3:forces:R:3
N 5.1410 4.4647 0.1559 -0.25 0.19 0.23
P 3.9667 4.5747 1.1372 0.44 -0.07 -0.66
O 3.6519 6.0807 1.5754 -0.25 0.27 0.13
O 4.1754 3.7874 2.5080 -0.08 -0.25 0.34
C 2.3721 3.9475 0.5331 0.29 -0.45 -0.14
C 1.1713 4.6139 0.8459 0.26 0.35 0.10
N 0.0197 4.2147 0.4247 -0.75 0.06 0.01
C -0.0069 3.0940 -0.3296 0.77 0.12 0.14
C -1.2308 2.6125 -0.7775 -0.65 0.26 0.02
C -1.3040 1.4838 -1.5140 -0.20 -0.36 -0.29
C -2.6221 0.9287 -1.9531 -0.03 0.06 0.14
C -3.1164 -0.2344 -1.0802 0.20 0.05 -0.11
C -4.2192 0.1214 -0.1078 -0.13 -0.30 0.15
S -3.5584 0.9007 1.3863 0.21 0.01 0.00
C -4.0521 2.5618 1.5302 0.01 -0.04 0.00
S -3.1816 3.4869 2.5283 0.08 0.16 0.22
N -5.2390 3.0351 0.9478 0.16 -0.08 0.07
C -5.6764 3.0145 -0.3657 0.20 -0.14 -0.02
C -6.8606 3.6572 -0.3658 -0.23 0.09 -0.12
N -7.1879 4.0669 0.8971 -0.38 0.26 0.18
C -6.2033 3.7076 1.6565 -0.25 0.13 -0.22
C -0.1266 0.7896 -1.8568 0.33 -0.06 0.22
C 1.0968 1.2284 -1.4423 -0.12 0.09 0.05
C 1.1842 2.4071 -0.6564 0.27 0.11 0.15
N 2.3897 2.8633 -0.2074 -0.29 -0.18 -0.03
H 5.4945 5.3965 -0.0282 0.34 -0.10 -0.23
H 3.1949 6.1591 2.4190 0.07 0.11 0.10
H 3.3707 3.4050 2.8761 0.01 -0.12 0.02
H 1.1957 5.5176 1.4338 -0.05 0.19 0.13
H -2.1168 3.1659 -0.5126 -0.14 0.16 0.08
H -3.3380 1.7453 -1.9385 -0.24 0.04 -0.14
H -2.5313 0.5868 -2.9768 -0.04 -0.02 -0.28
H -2.2747 -0.6363 -0.5235 0.17 -0.21 0.06
H -3.4823 -1.0409 -1.7057 -0.11 -0.16 -0.20
H -4.9920 0.7040 -0.5762 -0.28 0.26 -0.01
H -4.6996 -0.7891 0.2335 -0.10 -0.18 0.17
H -5.1101 2.6179 -1.1768 0.25 -0.08 -0.12
H -7.4922 3.8577 -1.2065 -0.16 0.05 -0.19
H -6.1457 3.8963 2.7082 0.25 -0.11 0.27
H -0.2366 -0.1210 -2.4244 0.21 -0.18 -0.17
H 1.9961 0.6936 -1.6899 0.26 -0.05 -0.04
C -0.4483 -4.2477 -3.0617 -0.14 0.15 -0.01
O 0.4405 -3.2014 -2.7224 -0.10 0.02 -0.02
C 1.6542 -3.6218 -2.1309 0.13 0.01 0.00
C 2.6932 -4.1525 -3.1295 0.01 -0.17 -0.04
C 2.3694 -5.5565 -3.6336 0.10 -0.11 0.03
N 2.9175 -3.2867 -4.2836 -0.11 0.16 0.16
H -0.3931 -5.0653 -2.3368 0.00 -0.03 -0.01
H -0.2563 -4.6432 -4.0615 -0.01 -0.02 0.04
H -1.4570 -3.8348 -3.0482 -0.01 0.01 0.01
H 2.0550 -2.7432 -1.6178 -0.02 0.02 -0.09
H 1.4472 -4.3848 -1.3680 0.03 0.00 0.01
H 3.6370 -4.2147 -2.5795 0.02 0.02 0.06
H 1.5670 -5.5415 -4.3701 0.02 0.00 0.00
H 3.2441 -5.9865 -4.1196 0.01 0.03 -0.02
H 2.0737 -6.2175 -2.8160 -0.01 0.01 -0.01
H 3.3080 -2.3947 -3.9924 0.01 -0.04 -0.05
H 2.0157 -3.0803 -4.7049 0.08 0.04 -0.04
C -4.6181 -2.3114 6.6783 0.03 0.07 0.00
O -4.2843 -1.5500 5.5344 -0.05 -0.01 0.07
C -4.1355 -2.2785 4.3345 0.09 0.00 -0.12
C -5.4450 -2.5458 3.5810 -0.10 -0.02 0.09
C -6.2981 -3.6497 4.1958 0.01 -0.05 -0.03
N -6.2605 -1.3391 3.4261 0.18 0.03 -0.02
H -4.1371 -3.2940 6.6534 -0.01 -0.03 0.00
H -5.6975 -2.4458 6.7836 0.01 -0.05 -0.02
H -4.2550 -1.7656 7.5481 0.01 0.01 0.00
H -3.4964 -1.6594 3.6986 -0.01 0.03 0.02
H -3.5983 -3.2172 4.5279 -0.04 -0.03 -0.01
H -5.1564 -2.8746 2.5767 0.05 -0.01 -0.01
H -6.8012 -3.3085 5.1003 0.02 0.02 0.02
H -7.0709 -3.9585 3.4933 -0.02 0.03 0.00
H -5.6954 -4.5243 4.4474 0.01 0.01 0.01
H -5.7229 -0.6398 2.9218 -0.02 0.03 -0.06
H -6.3919 -0.9356 4.3496 -0.09 -0.01 0.01
C 8.8463 1.3041 -1.1620 0.06 -0.07 -0.02
O 8.4701 -0.0485 -1.3491 0.05 0.10 -0.03
C 7.2294 -0.4175 -0.7850 -0.05 -0.15 0.07
C 6.0110 -0.1064 -1.6618 0.01 0.12 -0.11
C 5.6351 1.3659 -1.6847 -0.14 0.10 0.14
N 6.1717 -0.5631 -3.0431 0.03 -0.23 -0.01
H 8.5108 1.6780 -0.1906 -0.02 0.03 0.01
H 8.4500 1.9532 -1.9457 -0.03 0.02 0.04
H 9.9344 1.3445 -1.1995 0.01 -0.01 0.00
H 7.2857 -1.5010 -0.6433 0.04 0.01 -0.03
H 7.1164 0.0397 0.2070 -0.05 0.03 -0.01
H 5.1731 -0.6655 -1.2267 0.03 0.01 0.03
H 6.3234 1.9470 -2.2979 0.04 -0.01 0.00
H 4.6414 1.4974 -2.1110 -0.01 -0.01 -0.04
H 5.6222 1.8035 -0.6865 0.02 0.05 -0.01
H 6.3293 -1.5655 -3.0658 -0.04 -0.05 0.02
H 7.0300 -0.1617 -3.4098 -0.05 0.07 -0.03
```
Positions in Å, forces in eV/Å.

## Properties
Kohn-Sham gap = 8.1776 eV
Energy above the lowest of the compared OMol25 structures with the same formula, charge and spin = 0.00 kJ/mol
SMILES = N=P(O)(O)c1cnc2cc(CCCSC(=S)n3ccnc3)ccc2n1.COC[C@@H](C)N.COC[C@@H](C)N.COC[C@@H](C)N


Number 1: HOMO -0.3553 Eh. Number 2: HOMO -0.3281 Eh.